The following is a DFT calculation (wB97M-V/def2-TZVPD) of C16H17N5O2S in the gas phase.

Properties
- Maximum force: 0.0260 Eh/bohr
- Spin multiplicity: 1
- Energy above the lowest of the compared OMol25 structures with the same formula, charge and spin: 20.1 kcal/mol
- SMILES: CCOc1cccc(NC(=O)[C@@H](Cc2cccs2)c2nn[nH]n2)c1

Geometry as XYZ:
```
41
C16H17N5O2S (wB97M-V/def2-TZVPD)
C -1.537 0.990 5.626
C -1.851 -0.499 5.513
O -3.031 -0.758 4.776
C -3.019 -0.670 3.420
C -4.250 -0.882 2.795
C -4.346 -0.834 1.420
C -3.231 -0.572 0.644
C -2.003 -0.359 1.263
N -0.900 -0.105 0.438
C 0.343 0.291 0.785
O 0.751 0.477 1.911
C 1.288 0.440 -0.423
C 1.733 -0.979 -0.856
C 2.789 -0.909 -1.904
C 4.139 -0.907 -1.741
C 4.847 -0.778 -2.957
C 4.025 -0.677 -4.030
S 2.367 -0.737 -3.579
C 0.668 1.151 -1.561
N -0.483 0.771 -2.165
N -0.701 1.602 -3.116
N 0.284 2.463 -3.100
N 1.165 2.228 -2.149
C -1.893 -0.410 2.648
H -0.687 1.132 6.289
H -2.396 1.518 6.033
H -1.297 1.414 4.655
H -2.063 -0.909 6.505
H -1.001 -1.044 5.087
H -5.111 -1.085 3.411
H -5.301 -0.999 0.944
H -3.305 -0.529 -0.432
H -1.105 -0.132 -0.559
H 2.163 1.006 -0.094
H 0.865 -1.526 -1.230
H 2.126 -1.497 0.022
H 4.615 -1.002 -0.781
H 5.920 -0.762 -3.025
H 4.281 -0.571 -5.065
H 0.369 3.230 -3.749
H -0.928 -0.243 3.091
```